Record 1
{
  "formula": "C25H28N4O5S",
  "method": "ωB97M-V/def2-TZVPD",
  "smiles": "CC(=O)Nc1ccc(NC(=O)CS(=O)(=O)c2cn(CC(=O)N3CCCCC3)c3ccccc23)cc1",
  "gap_ev": 8.3,
  "energy_ha": -1962.9449,
  "relative_energy_ev": 0.0220,
  "molar_mass_g_mol": 496.6,
  "elements": ["C", "C", "O", "N", "C", "C", "C", "C", "C", "C", "H", "H", "N", "C", "O", "C", "H", "H", "S", "O", "O", "C", "C", "N", "C", "C", "C", "C", "C", "C", "H", "H", "H", "H", "C", "H", "H", "C", "O", "N", "C", "H", "C", "C", "C", "C", "H", "H", "H", "H", "H", "H", "H", "H", "H", "H", "H", "H", "H", "H", "H", "H", "H"],
  "xyz": [[-3.103, -3.784, -0.164], [-2.150, -2.623, -0.355], [-2.298, -1.549, 0.193], [-1.121, -2.915, -1.191], [-0.040, -2.066, -1.494], [-0.210, -0.693, -1.616], [0.876, 0.132, -1.826], [2.157, -0.408, -1.887], [2.318, -1.791, -1.848], [1.227, -2.614, -1.662], [1.364, -3.685, -1.607], [3.308, -2.216, -1.921], [3.306, 0.391, -1.870], [3.317, 1.755, -1.769], [2.473, 2.489, -2.222], [4.507, 2.261, -0.986], [5.442, 2.157, -1.532], [4.358, 3.294, -0.686], [4.718, 1.209, 0.509], [5.308, 2.012, 1.544], [5.464, 0.055, 0.056], [3.112, 0.643, 0.990], [1.981, 1.394, 1.170], [0.926, 0.584, 1.449], [1.363, -0.716, 1.471], [0.681, -1.898, 1.738], [1.399, -3.073, 1.704], [2.767, -3.086, 1.423], [3.455, -1.923, 1.164], [2.749, -0.721, 1.184], [4.512, -1.921, 0.952], [3.291, -4.030, 1.416], [0.896, -4.007, 1.910], [-0.374, -1.904, 1.963], [-0.438, 0.985, 1.668], [-0.557, 1.374, 2.687], [-1.068, 0.102, 1.533], [-0.900, 2.053, 0.664], [-0.137, 2.538, -0.147], [-2.188, 2.432, 0.760], [-3.206, 1.889, 1.631], [-2.766, 1.278, 2.416], [-4.211, 1.067, 0.820], [-4.822, 1.934, -0.278], [-3.716, 2.541, -1.137], [-2.734, 3.313, -0.257], [-1.902, 3.699, -0.846], [-3.245, 4.146, 0.237], [-4.137, 3.212, -1.887], [-3.176, 1.746, -1.654], [-5.493, 1.336, -0.897], [-5.410, 2.736, 0.175], [-4.989, 0.691, 1.485], [-3.693, 0.214, 0.381], [-3.723, 2.734, 2.104], [1.865, 2.457, 1.099], [4.140, -0.086, -1.539], [0.736, 1.198, -1.885], [-1.194, -0.265, -1.519], [-1.008, -3.879, -1.469], [-3.940, -3.465, 0.451], [-2.592, -4.606, 0.333], [-3.474, -4.131, -1.125]],
  "forces_ev_per_a": [[-0.1, 0.2, 0.1], [-0.1, -0.6, -0.1], [-0.1, 0.3, 0.2], [0.1, -0.3, -0.2], [0.3, 0.3, -0.1], [0.0, -0.2, 0.0], [0.2, 0.1, -0.1], [-0.4, -0.2, -0.1], [-0.1, 0.2, -0.2], [-0.2, 0.1, 0.0], [0.0, -0.1, 0.1], [0.1, -0.1, 0.0], [0.3, -0.2, -0.4], [0.2, -0.2, -0.4], [-0.1, 0.2, 0.1], [-0.3, -0.3, 0.8], [0.1, -0.1, 0.0], [-0.1, 0.0, 0.0], [0.1, 0.5, 0.4], [-0.2, 0.2, -0.1], [-0.2, -0.2, -0.1], [0.5, 0.5, -0.1], [0.4, 0.3, 0.0], [0.0, 0.2, -0.1], [0.6, -0.5, 0.0], [-0.1, 0.0, 0.1], [-0.1, 0.0, 0.1], [0.1, -0.1, 0.0], [0.0, -0.1, 0.1], [-0.3, -0.3, 0.1], [0.1, -0.1, 0.0], [0.1, -0.1, 0.0], [-0.1, -0.1, 0.0], [-0.1, 0.0, 0.0], [-0.2, 0.2, 0.0], [-0.1, -0.1, -0.1], [0.0, 0.1, 0.1], [0.0, -0.2, 0.4], [0.3, 0.0, -0.2], [-0.2, 0.3, 0.0], [-0.2, -0.4, 0.1], [0.0, 0.1, 0.0], [-0.1, 0.2, 0.1], [0.1, -0.2, -0.1], [-0.1, 0.2, 0.2], [0.2, 0.1, -0.5], [-0.1, 0.0, 0.1], [0.0, 0.0, 0.0], [0.0, 0.0, -0.1], [0.1, 0.0, -0.1], [-0.1, 0.0, 0.0], [-0.1, 0.0, 0.0], [0.0, -0.1, 0.0], [0.0, 0.0, 0.1], [0.1, -0.1, 0.1], [-0.1, 0.2, -0.1], [-0.2, 0.1, -0.1], [0.0, 0.0, 0.0], [-0.1, 0.1, 0.0], [-0.2, 0.1, 0.0], [0.0, 0.0, 0.0], [0.0, -0.1, 0.0], [0.0, -0.1, -0.1]]
}

=====

Record 2
{
  "formula": "C10H30F2N6O4V",
  "method": "ωB97M-V/def2-TZVPD",
  "gap_ev": [9.1, 10.2],
  "multiplicity": 3,
  "energy_ha": -2172.1621,
  "relative_energy_ev": 1.4094,
  "molar_mass_g_mol": 387.3,
  "s2": 2.008,
  "charge": 1,
  "elements": ["V", "F", "F", "C", "C", "C", "O", "C", "N", "H", "H", "H", "H", "H", "H", "H", "H", "H", "H", "H", "C", "C", "C", "O", "C", "N", "H", "H", "H", "H", "H", "H", "H", "H", "H", "H", "H", "C", "O", "N", "N", "H", "H", "H", "H", "C", "O", "N", "N", "H", "H", "H", "H"],
  "xyz": [[0.015, 0.233, 0.981], [-0.687, -1.369, 2.089], [0.422, 2.155, 0.411], [-1.218, 1.330, -2.351], [-2.122, 0.953, -1.180], [-3.553, 0.653, -1.623], [-3.558, -0.386, -2.705], [-4.853, -0.525, -3.343], [-1.566, -0.205, -0.413], [-0.235, 1.559, -1.940], [-1.562, 2.283, -2.753], [-1.186, 0.580, -3.141], [-2.349, 1.779, -0.505], [-4.145, 1.509, -1.948], [-4.085, 0.104, -0.846], [-4.699, -0.930, -4.343], [-5.279, 0.478, -3.324], [-5.530, -1.192, -2.810], [-2.333, -0.733, -0.022], [-1.268, -0.853, -1.128], [3.423, 0.190, -0.563], [2.204, -0.533, -1.381], [2.584, -1.589, -2.408], [3.299, -2.581, -1.830], [3.363, -3.886, -2.507], [1.302, -0.914, -0.319], [2.989, 1.062, -0.073], [4.327, 0.362, -1.147], [3.737, -0.509, 0.213], [1.681, 0.230, -1.958], [3.127, -1.127, -3.233], [1.707, -2.026, -2.884], [4.121, -4.544, -2.084], [3.523, -3.937, -3.584], [2.422, -4.387, -2.276], [0.806, -1.605, -0.864], [1.867, -1.511, 0.268], [2.315, 0.318, 3.347], [1.679, 0.391, 2.343], [2.571, 1.374, 4.070], [2.756, -0.790, 3.815], [3.348, 1.298, 4.711], [2.309, 2.319, 3.829], [2.607, -1.573, 3.196], [3.332, -0.755, 4.644], [-1.939, 1.896, 3.114], [-1.338, 1.278, 2.252], [-2.091, 1.498, 4.325], [-2.557, 2.963, 2.848], [-2.584, 2.161, 4.906], [-1.774, 0.564, 4.542], [-2.787, 3.538, 3.646], [-2.535, 3.401, 1.938]],
  "forces_ev_per_a": [[-0.5, 1.2, 2.4], [1.1, 1.7, -1.8], [-0.4, -2.7, 0.0], [0.1, 0.7, 0.9], [-1.5, -0.1, -0.7], [-0.3, -3.0, -1.6], [0.0, 1.0, 0.5], [0.9, 0.5, 0.8], [0.1, 0.5, -0.6], [0.2, -0.2, -0.1], [-0.1, -0.1, -0.2], [-0.1, 0.0, 0.2], [1.0, 0.2, 0.3], [0.3, 0.2, 0.0], [-0.2, 0.6, 0.6], [0.0, 0.3, 0.1], [-0.4, -0.1, -0.6], [0.1, -0.1, 0.3], [-0.2, 0.1, 0.8], [0.4, -0.2, -0.3], [-1.2, -1.4, -1.2], [2.8, 3.4, 0.1], [-0.7, 0.4, -0.5], [2.1, -2.8, 0.6], [-0.8, 0.2, 0.9], [-0.6, -1.7, -0.5], [0.3, 0.2, -0.2], [-0.3, 0.4, -0.2], [0.0, -0.1, 0.1], [0.1, 0.2, -0.1], [0.2, 0.4, 0.0], [-0.8, 0.1, 0.0], [0.3, 0.7, 0.4], [0.0, 0.9, -0.1], [-0.2, 0.0, -0.3], [-1.3, -0.5, 0.6], [0.1, -0.2, 0.7], [-0.1, 1.6, 0.8], [-3.1, 0.0, -4.7], [1.3, 2.8, 2.3], [1.4, -3.2, 0.9], [-0.3, 0.3, 0.1], [-0.1, -0.4, -0.4], [0.4, -0.3, 0.7], [-0.1, -0.9, -0.3], [1.6, -2.6, -1.7], [1.4, -1.7, -1.9], [0.2, -1.3, 3.3], [-2.8, 5.9, -1.2], [0.1, -1.2, 0.7], [-0.2, 0.3, 0.6], [-0.4, 0.3, -0.6], [0.3, -0.1, 0.3]]
}